Record 1
The following is a DFT calculation (ωB97M-V/def2-TZVPD) of an isolated molecule of C6H13N.

```
20
Properties=species:S:1:pos:R:3:forces:R:3:lowdin_charge:R:1
C -0.982 -2.218 0.357 0.0 0.2 -0.1 -0.054
C -0.562 -0.759 0.599 -0.1 0.2 0.1 -0.261
N 0.834 -0.489 0.297 0.1 0.2 -0.1 -0.085
C 1.641 0.273 1.222 0.2 0.1 0.2 -0.095
C -0.147 0.332 -0.385 -0.2 0.6 -0.1 -0.427
C -0.189 1.920 -0.048 -0.3 -0.5 -0.4 -0.046
C -0.299 0.166 -1.893 0.0 0.1 0.1 -0.042
H -0.702 -2.831 1.231 0.0 0.4 -0.2 0.074
H -2.059 -2.362 0.214 0.1 0.2 0.0 0.067
H -0.457 -2.659 -0.497 -0.1 0.3 0.1 0.069
H -0.997 -0.353 1.517 0.3 0.0 0.0 0.137
H 2.599 0.492 0.741 0.0 -0.1 0.2 0.088
H 1.134 1.219 1.402 0.6 -0.2 0.7 0.039
H 1.808 -0.252 2.165 0.0 -0.1 -0.1 0.086
H -1.145 2.292 -0.406 -0.1 0.0 -0.3 0.066
H -0.087 2.417 0.943 -0.3 -1.2 -0.3 0.071
H 0.610 2.414 -0.630 -0.3 -0.4 -0.1 0.082
H -0.056 -0.833 -2.276 0.0 0.1 0.4 0.078
H 0.358 0.879 -2.405 -0.1 -0.1 0.0 0.074
H -1.331 0.392 -2.184 0.1 0.0 0.0 0.080
```
Positions in Å, forces in eV/Å.

Results
Kohn-Sham gap: 9.8812 eV
Total charge: 0
Structure (SMILES): C[C@H]1N(C)C1(C)C
ΔE to the lowest compared entry with this formula, charge and spin: 36.82 kcal/mol
HOMO energy: -0.324 Ha
Multiplicity: 1

---

Record 2
The following is a DFT calculation (ωB97M-V/def2-TZVPD) of an isolated molecule of C6H13N.

```
20
Properties=species:S:1:pos:R:3:forces:R:3:lowdin_charge:R:1
C 1.136 -1.722 0.121 -0.4 0.5 0.0 0.030
C 1.195 -0.421 -0.162 3.8 1.2 0.4 -0.306
C 2.656 0.205 -0.514 -1.1 -1.5 0.1 -0.057
C 0.330 0.748 0.108 -3.6 -1.0 -1.0 -0.150
N -1.176 0.515 -0.183 0.4 1.5 0.5 -0.256
C -2.025 1.242 0.760 0.3 0.0 -0.2 -0.132
C -1.780 -0.750 -0.543 0.5 -0.1 -0.2 -0.140
H 2.008 -2.358 -0.004 -0.1 0.2 -0.1 0.064
H 0.257 -2.191 0.544 -0.1 0.0 -0.2 0.049
H 3.422 -0.352 0.034 -0.1 -0.1 -0.3 0.063
H 2.800 1.256 -0.246 -0.5 -0.1 0.0 0.062
H 2.816 0.095 -1.589 0.2 0.1 0.1 0.069
H 0.579 1.589 -0.547 0.2 -0.2 0.3 0.113
H 0.456 1.049 1.152 0.0 0.0 0.0 0.125
H -1.626 2.236 0.991 0.1 -0.2 -0.2 0.077
H -2.118 0.703 1.713 -0.1 0.0 0.1 0.079
H -3.030 1.413 0.353 0.2 -0.2 0.0 0.078
H -1.842 -1.438 0.308 -0.1 -0.3 0.0 0.071
H -1.255 -1.220 -1.381 0.1 0.0 0.3 0.082
H -2.804 -0.600 -0.914 0.2 0.3 0.2 0.081
```
Positions in Å, forces in eV/Å.

Results
Kohn-Sham gap: 8.9740 eV
Total charge: 0
Structure (SMILES): C=C(C)CN(C)C
ΔE to the lowest compared entry with this formula, charge and spin: 43.88 kcal/mol
HOMO energy: -0.292 Ha
Multiplicity: 1

---

Record 3
The following is a DFT calculation (ωB97M-V/def2-TZVPD) of an isolated molecule of C6H13N.

```
20
Properties=species:S:1:pos:R:3:forces:R:3:lowdin_charge:R:1
C 0.956 2.315 1.169 2.5 -1.5 1.2 -0.144
C 0.305 1.331 2.121 -0.9 0.0 2.4 -0.272
C -0.441 0.059 1.619 -0.2 2.7 -1.7 -0.216
C -0.206 -0.041 0.129 -1.0 -4.6 -1.2 -0.086
C -0.312 -1.245 -0.595 1.3 3.8 0.2 -0.114
N 0.236 -1.408 -1.907 -1.5 -1.7 1.4 -0.121
C -0.586 -2.003 -2.914 -2.1 -3.2 1.1 -0.162
H 1.618 2.992 1.745 -1.2 0.5 -0.1 0.081
H 1.796 1.737 0.773 -0.3 0.0 -1.3 0.071
H 0.297 2.741 0.439 0.0 0.4 -0.3 0.068
H -0.444 1.936 2.681 0.5 -0.5 0.2 0.101
H 1.025 0.878 2.868 -0.3 1.3 -0.7 0.117
H -1.471 0.174 1.897 -0.9 0.3 -0.4 0.094
H -0.173 -0.722 2.246 1.1 -1.9 0.5 0.076
H 0.028 0.858 -0.398 0.4 0.2 -0.3 0.066
H -0.796 -2.111 -0.164 0.3 -0.3 -0.1 0.104
H 0.753 -0.719 -2.345 1.3 2.1 0.1 0.077
H -1.610 -1.570 -2.932 0.6 0.4 -0.8 0.072
H -0.903 -3.094 -2.549 1.0 1.8 -0.9 0.108
H -0.072 -2.108 -3.884 -0.4 0.3 0.5 0.080
```
Positions in Å, forces in eV/Å.

Results
Kohn-Sham gap: 8.8051 eV
Total charge: 0
Structure (SMILES): CCC/C=C/NC
ΔE to the lowest compared entry with this formula, charge and spin: 51.02 kcal/mol
HOMO energy: -0.282 Ha
Multiplicity: 1

---

Record 4
The following is a DFT calculation (ωB97M-V/def2-TZVPD) of an isolated molecule of C6H13N.

```
20
Properties=species:S:1:pos:R:3:forces:R:3:lowdin_charge:R:1
C 2.935 0.734 -0.153 -2.4 1.4 -0.2 -0.097
C 1.515 0.156 -0.195 0.9 -1.6 -0.7 -0.181
C 0.518 0.622 -0.936 -0.1 0.3 -0.8 -0.139
C -0.846 0.047 -1.337 0.5 -0.3 2.2 -0.185
C -1.819 0.324 -0.163 -2.4 0.2 0.4 -0.222
C -1.400 -0.233 1.212 2.2 -1.4 0.2 -0.240
N -0.826 -1.646 0.996 0.1 -0.2 -0.4 -0.042
H 2.874 1.597 -0.847 0.4 0.0 0.8 0.070
H 3.722 0.118 -0.554 0.1 -0.7 0.3 0.060
H 3.048 1.021 0.899 0.9 0.2 -0.3 0.068
H 1.424 -0.828 0.274 -0.3 0.2 -0.1 0.087
H 0.654 1.615 -1.376 0.2 -0.1 0.0 0.100
H -1.112 0.540 -2.263 -0.5 0.0 0.0 0.098
H -0.900 -1.040 -1.461 0.7 0.3 -0.2 0.099
H -2.064 1.384 -0.070 0.6 0.3 0.2 0.101
H -2.830 -0.034 -0.383 0.1 -0.5 -0.4 0.096
H -1.926 -0.609 2.085 -2.2 1.9 -0.3 0.095
H -0.693 0.521 1.611 0.4 -1.0 -0.1 0.100
H -0.612 -2.089 1.893 0.4 0.6 0.0 0.061
H -1.662 -2.202 0.766 0.3 0.3 -0.4 0.070
```
Positions in Å, forces in eV/Å.

Results
Kohn-Sham gap: 10.0043 eV
Total charge: 0
Structure (SMILES): C/C=C/CCCN
ΔE to the lowest compared entry with this formula, charge and spin: 46.98 kcal/mol
HOMO energy: -0.328 Ha
Multiplicity: 1

---

Record 5
The following is a DFT calculation (ωB97M-V/def2-TZVPD) of an isolated molecule of C6H13N.

```
20
Properties=species:S:1:pos:R:3:forces:R:3:lowdin_charge:R:1
C -1.396 0.114 -2.178 -1.9 -0.4 -0.8 -0.113
C -1.027 -0.474 -0.836 1.0 1.2 -0.9 -0.127
C -0.612 0.319 0.155 -0.2 -0.7 0.8 -0.320
C -1.198 1.672 0.413 0.9 1.0 -0.7 -0.058
C 0.421 -0.151 1.176 -1.1 -0.1 -1.5 -0.151
C 1.328 -1.272 0.622 0.6 -0.2 2.2 -0.275
N 2.720 -1.069 1.051 0.2 -0.2 -0.4 -0.028
H -2.355 0.647 -2.262 0.0 -0.1 0.5 0.070
H -0.715 0.815 -2.662 0.6 -0.1 0.6 0.074
H -1.526 -0.705 -2.884 0.1 -0.1 -0.1 0.061
H -0.771 -1.526 -0.858 0.3 0.1 0.0 0.095
H -1.243 2.275 -0.502 -0.3 -0.2 0.0 0.077
H -2.193 1.646 0.848 0.0 -0.2 0.1 0.085
H -0.537 2.257 1.061 -0.2 -0.1 0.2 0.073
H 1.091 0.693 1.354 -0.3 0.1 0.3 0.103
H -0.179 -0.371 2.061 0.7 -0.3 0.5 0.120
H 1.086 -2.239 1.067 -0.4 -0.1 -0.2 0.110
H 1.282 -1.391 -0.441 0.0 0.3 -0.5 0.090
H 2.761 -1.076 2.061 0.1 0.0 0.1 0.059
H 3.063 -0.164 0.752 0.0 0.0 0.0 0.057
```
Positions in Å, forces in eV/Å.

Results
Kohn-Sham gap: 9.5687 eV
Total charge: 0
Structure (SMILES): C/C=C(\C)CCN
ΔE to the lowest compared entry with this formula, charge and spin: 29.74 kcal/mol
HOMO energy: -0.315 Ha
Multiplicity: 1

---

Record 6
The following is a DFT calculation (ωB97M-V/def2-TZVPD) of an isolated molecule of C6H13N.

```
20
Properties=species:S:1:pos:R:3:forces:R:3:lowdin_charge:R:1
C -1.156 0.461 1.771 -0.4 -0.5 -0.5 -0.102
C -1.474 0.449 0.281 -0.4 1.3 -0.6 -0.298
C -1.222 -0.887 -0.395 0.5 0.1 0.8 -0.219
C 0.195 -1.482 -0.214 -0.5 -0.3 0.2 -0.223
C 1.404 -0.631 -0.467 -0.2 -0.1 0.3 -0.132
C 1.367 0.544 -1.076 -0.3 0.2 -0.3 -0.243
N 2.360 1.501 -1.095 -0.1 0.0 0.2 0.050
H -1.494 1.405 2.189 0.3 0.1 0.3 0.070
H -0.105 0.262 1.958 0.1 0.3 0.1 0.067
H -1.721 -0.348 2.246 0.0 0.1 0.1 0.075
H -1.028 1.317 -0.218 0.6 -0.3 0.1 0.086
H -2.523 0.743 0.139 -0.2 -0.5 0.2 0.105
H -1.857 -1.516 0.226 -0.3 -0.7 -0.5 0.101
H -1.534 -0.937 -1.434 -0.2 0.2 -0.1 0.106
H 0.205 -2.426 -0.772 0.2 0.1 -0.1 0.103
H 0.224 -1.803 0.829 0.2 0.0 0.1 0.096
H 2.321 -0.925 0.032 0.1 -0.1 0.0 0.097
H 0.436 0.838 -1.541 0.1 0.2 -0.2 0.105
H 3.207 1.279 -0.605 0.2 0.1 -0.3 0.081
H 2.394 2.155 -1.853 0.2 0.0 0.0 0.076
```
Positions in Å, forces in eV/Å.

Results
Kohn-Sham gap: 8.9656 eV
Total charge: 0
Structure (SMILES): CCCC/C=C/N
ΔE to the lowest compared entry with this formula, charge and spin: 14.99 kcal/mol
HOMO energy: -0.287 Ha
Multiplicity: 1

---

Record 7
The following is a DFT calculation (ωB97M-V/def2-TZVPD) of an isolated molecule of C6H13N.

```
20
Properties=species:S:1:pos:R:3:forces:R:3:lowdin_charge:R:1
C -3.014 0.365 -0.052 -0.4 0.7 -0.3 -0.001
C -1.775 0.122 -0.443 0.1 -0.4 0.4 -0.197
C -0.882 1.106 -1.126 -0.1 0.6 0.3 -0.227
C 0.492 1.215 -0.457 -0.1 -0.7 -0.4 -0.186
C 1.205 -0.147 -0.325 0.3 0.6 -0.2 -0.277
N 1.325 -0.572 1.055 -0.2 -0.5 0.2 -0.138
C 2.199 -1.731 1.233 -0.2 0.5 -0.5 -0.139
H -3.607 -0.265 0.588 0.1 -0.4 -0.1 0.047
H -3.515 1.275 -0.377 0.1 0.0 0.2 0.058
H -1.337 -0.820 -0.121 0.1 0.0 -0.1 0.089
H -1.354 2.087 -1.044 -0.1 0.1 -0.2 0.107
H -0.729 0.943 -2.190 -0.1 -0.4 -0.2 0.110
H 0.384 1.668 0.528 0.2 0.1 -0.1 0.113
H 1.098 1.824 -1.122 0.1 0.4 0.3 0.101
H 0.727 -0.874 -1.007 0.0 -0.1 0.2 0.113
H 2.226 -0.027 -0.701 0.0 -0.1 0.1 0.110
H 0.418 -0.832 1.428 -0.1 0.3 -0.1 0.092
H 1.982 -2.530 0.514 -0.1 -0.2 0.2 0.073
H 2.064 -2.077 2.255 0.3 -0.2 0.0 0.075
H 3.227 -1.417 1.032 0.0 -0.1 0.3 0.075
```
Positions in Å, forces in eV/Å.

Results
Kohn-Sham gap: 10.0274 eV
Total charge: 0
Structure (SMILES): C=CCCCNC
ΔE to the lowest compared entry with this formula, charge and spin: 24.63 kcal/mol
HOMO energy: -0.326 Ha
Multiplicity: 1

---

Record 8
The following is a DFT calculation (ωB97M-V/def2-TZVPD) of an isolated molecule of C6H13N.

```
20
Properties=species:S:1:pos:R:3:forces:R:3:lowdin_charge:R:1
C 2.984 -0.353 -0.077 0.1 0.0 0.0 -0.121
C 1.498 -0.692 -0.099 0.0 0.0 0.0 -0.257
C 0.632 0.407 -0.706 0.1 0.0 0.0 -0.240
N -0.757 -0.015 -0.665 0.1 0.0 0.0 -0.099
C -1.794 0.970 -0.893 -0.2 0.2 -0.1 -0.110
C -1.535 0.433 0.470 0.0 0.0 0.2 -0.353
C -2.382 -0.588 1.183 0.0 0.0 0.0 -0.059
H 3.184 0.529 0.542 0.0 -0.1 -0.1 0.071
H 3.357 -0.144 -1.087 0.0 0.0 0.1 0.071
H 3.570 -1.185 0.328 -0.1 0.1 -0.1 0.068
H 1.323 -1.610 -0.672 0.0 0.1 0.1 0.110
H 1.142 -0.895 0.921 0.1 0.0 -0.1 0.107
H 0.919 0.578 -1.752 0.0 -0.1 0.1 0.123
H 0.789 1.361 -0.167 0.0 -0.1 -0.1 0.120
H -2.643 0.627 -1.482 0.1 0.0 0.1 0.104
H -1.496 2.003 -1.084 0.0 -0.2 0.0 0.106
H -1.030 1.144 1.132 0.0 -0.1 -0.1 0.135
H -3.209 -0.120 1.728 0.1 0.0 -0.1 0.072
H -2.787 -1.314 0.473 0.0 0.1 0.1 0.079
H -1.764 -1.134 1.907 -0.1 0.1 -0.1 0.072
```
Positions in Å, forces in eV/Å.

Results
Kohn-Sham gap: 10.3251 eV
Total charge: 0
Structure (SMILES): CCCN1C[C@H]1C
ΔE to the lowest compared entry with this formula, charge and spin: 20.50 kcal/mol
HOMO energy: -0.334 Ha
Multiplicity: 1